(1)
Computed, not measured: an isolated ion of composition C9H10N3 and charge +1 in a non-equilibrium geometry, with the ωB97M-V functional and the def2-TZVPD basis.

Structure (XYZ):
```
22
Properties=species:S:1:pos:R:3:forces:R:3
C 0.828 -0.202 1.214 -0.1 -0.1 4.4
C 1.914 0.647 1.816 -0.5 0.9 -1.0
C 2.088 1.747 -0.246 3.1 1.0 0.4
C 0.524 -0.024 -0.117 -1.1 0.0 -6.1
C 1.269 1.014 -0.961 -3.1 -1.5 -0.1
C -2.168 -1.110 1.157 0.7 2.3 -0.3
C -0.601 0.476 1.217 3.3 4.1 1.6
C -1.512 -1.593 -0.155 -2.0 -1.3 2.5
C -0.547 -0.712 -0.710 1.4 0.8 -1.6
N 2.422 1.549 1.090 0.6 0.3 0.7
N -1.688 0.000 1.694 -3.7 -5.7 -0.9
N 0.892 1.453 -2.241 -0.2 1.6 0.0
H 0.900 -1.233 1.546 -0.7 -0.2 0.3
H 2.214 0.656 2.861 -0.2 -0.7 -0.1
H 2.797 2.463 -0.705 -1.0 -0.2 0.0
H -3.051 -1.704 1.419 0.4 0.6 0.8
H -0.640 1.601 1.318 0.9 -1.1 -0.8
H -1.084 -2.462 0.419 0.2 0.0 -0.7
H -2.365 -2.000 -0.747 1.2 0.4 -0.2
H -0.639 -0.555 -1.786 -0.1 0.2 0.3
H 0.855 2.472 -2.134 0.1 -0.6 -0.8
H 0.260 1.193 -3.020 0.7 -0.8 1.6
```
Positions in Å, forces in eV/Å.

Results
* net charge: +1
* total energy: -512.79002 Ha
* gap between HOMO and LUMO: 7.45 eV
* spin multiplicity: 1
* HOMO energy: -12.26 eV

(2)
Computed, not measured: C10H8MnN3O6 as an isolated structure in a non-equilibrium geometry, with the ωB97M-V functional and the def2-TZVPD basis.

Structure (XYZ):
```
28
Properties=species:S:1:pos:R:3:forces:R:3
O 2.265 4.925 -0.331 -1.9 -4.1 1.3
C 1.817 3.891 -0.039 3.6 7.4 -1.5
Mn 1.210 2.228 0.258 1.0 -1.5 -0.5
C 1.289 0.254 0.479 1.9 -0.8 0.4
O 2.170 -0.378 1.005 -1.2 0.8 -0.9
C -0.591 2.462 0.786 -5.9 -0.7 1.4
O -1.578 1.772 0.698 2.4 2.0 0.2
C 0.904 2.456 -1.537 -0.4 -0.3 -7.4
O 0.815 2.700 -2.671 0.1 -0.7 4.5
C 2.099 2.278 1.853 4.2 -0.6 6.7
O 2.708 2.315 2.840 -2.7 0.0 -4.1
H -0.591 3.505 1.264 -0.8 -0.5 0.0
C -2.430 -2.622 1.444 -0.7 -0.5 0.4
N -1.505 -2.046 0.468 0.0 -0.1 -0.4
C -1.462 -2.551 -0.791 0.4 0.6 0.5
C -0.547 -2.102 -1.699 -0.5 -0.7 -0.6
C 0.334 -1.093 -1.338 0.6 0.7 0.4
N 0.164 -0.500 -0.125 -0.2 -0.8 0.7
C -0.651 -1.049 0.894 -0.1 0.1 1.1
O -0.582 -0.641 2.042 0.0 -0.2 -1.6
N 1.345 -0.658 -2.087 -0.2 0.1 -0.1
H -2.202 -3.683 1.608 0.1 0.3 0.0
H -3.451 -2.553 1.050 0.2 0.1 0.1
H -2.345 -2.070 2.380 0.0 -0.2 -0.2
H -2.187 -3.335 -0.990 0.2 0.1 -0.1
H -0.465 -2.533 -2.683 -0.1 -0.1 0.0
H 1.512 -1.071 -2.993 0.1 0.0 0.0
H 1.954 0.098 -1.786 -0.1 -0.7 -0.2
```
Positions in Å, forces in eV/Å.

Results
* net charge: +2
* total energy: -2151.78770 Ha
* gap between HOMO and LUMO (alpha / beta): 8.16 / 5.05 eV
* spin multiplicity: 5
* HOMO energy (alpha / beta): -16.41 / -16.42 eV

(3)
Computed, not measured: a 2-piece molecular cluster, C2H9N2O2 overall in a non-equilibrium geometry, with the ωB97M-V functional and the def2-TZVPD basis.

Structure (XYZ):
```
15
Properties=species:S:1:pos:R:3:forces:R:3
N 1.042 -2.716 -1.242 -0.2 -0.3 -0.2
C 1.452 -1.630 -0.292 -1.1 0.4 0.7
O 0.397 -0.965 0.299 1.1 -0.9 -0.6
H 0.191 -2.349 -1.695 0.5 -0.3 0.4
H 0.765 -3.570 -0.744 -0.1 0.6 0.0
H 2.059 -2.090 0.529 0.2 -0.1 -0.7
H 2.129 -1.017 -0.954 -0.3 0.1 0.6
N -0.600 1.279 -0.486 -0.5 0.7 -0.1
C -1.399 1.689 0.615 0.3 0.4 0.5
O -0.754 2.847 1.240 -0.5 0.4 0.2
H 0.069 2.036 -0.644 -0.1 -0.5 -0.1
H -0.157 0.348 -0.249 0.6 0.0 -0.1
H -2.416 1.971 0.293 0.0 0.2 0.3
H -1.442 0.934 1.413 -0.2 -0.3 -0.5
H -1.337 3.236 1.917 0.2 -0.4 -0.5
```
Positions in Å, forces in eV/Å.

Results
* net charge: -1
* total energy: -341.57234 Ha
* gap between HOMO and LUMO: 6.86 eV
* spin multiplicity: 1
* HOMO energy: -3.04 eV

(4)
Computed, not measured: one molecule with the formula C2H8N2O2 in a non-equilibrium geometry, with the ωB97M-V functional and the def2-TZVPD basis.

Structure (XYZ):
```
14
Properties=species:S:1:pos:R:3:forces:R:3
C -1.887 -0.766 -0.197 1.4 1.6 -1.2
C 2.183 -0.605 -0.027 0.9 -0.3 0.9
N -0.388 1.872 0.410 -3.9 5.3 1.0
N 0.122 0.394 0.069 2.0 -6.3 1.8
O -0.835 -0.513 0.652 3.8 0.2 0.8
O 1.344 0.266 0.739 -1.5 -0.6 -1.4
H -2.252 0.212 -0.499 -0.7 -0.2 -0.8
H -2.510 -1.195 0.491 -2.4 -1.6 0.9
H -1.493 -1.375 -0.996 -0.7 -0.4 -0.6
H 1.549 -1.289 -0.586 0.3 -0.3 0.1
H 2.828 -1.128 0.740 -0.5 0.4 -1.1
H 2.773 0.006 -0.725 0.0 -0.3 0.2
H -1.421 1.762 0.289 1.0 0.8 0.3
H -0.013 2.359 -0.360 0.4 1.6 -0.9
```
Positions in Å, forces in eV/Å.

Results
* net charge: 0
* total energy: -340.60789 Ha
* gap between HOMO and LUMO (alpha / beta): 4.73 / 8.36 eV
* spin multiplicity: 3
* HOMO energy (alpha / beta): -3.77 / -10.20 eV

(5)
Computed, not measured: a 2-piece molecular cluster, C6H17NO overall in a non-equilibrium geometry, with the ωB97M-V functional and the def2-TZVPD basis.

Structure (XYZ):
```
25
Properties=species:S:1:pos:R:3:forces:R:3
C -0.094 -2.365 1.103 -1.6 1.5 -2.4
N 0.620 -1.515 0.066 -4.4 -1.5 0.0
C 0.002 -0.619 -0.940 3.3 0.1 -1.7
C 0.382 0.971 -0.773 -4.8 -0.5 0.1
C -0.397 1.799 0.496 1.5 0.7 -2.7
C 0.629 2.890 0.839 0.4 -1.9 2.0
C -0.915 0.950 1.616 -1.5 0.4 -2.2
H 0.657 -2.742 1.765 0.2 -0.7 0.2
H -0.743 -3.103 0.554 1.2 -0.1 0.6
H -0.886 -1.853 1.692 0.8 0.3 0.0
H 1.495 -1.297 0.338 3.2 1.1 0.9
H -1.060 -0.855 -1.106 0.3 0.5 0.5
H 0.545 -0.966 -1.987 -1.4 1.3 2.3
H 1.371 1.281 -0.983 1.7 -0.6 1.1
H 0.012 1.481 -1.690 -0.7 -0.5 0.3
H -1.242 2.425 0.123 0.3 -1.1 -0.4
H 0.586 3.183 1.890 0.4 -0.6 0.5
H 0.401 3.815 0.462 -0.5 2.1 -2.0
H 1.626 2.561 0.542 0.0 0.4 0.4
H -1.579 0.190 1.187 0.3 -0.1 0.3
H -1.522 1.539 2.255 -0.6 0.7 0.8
H -0.145 0.549 2.149 2.0 -1.5 1.6
O 0.050 -2.643 -3.563 1.1 -1.3 -0.8
H 0.616 -3.372 -3.223 -0.6 0.8 -0.3
H -0.407 -2.308 -2.813 -0.5 0.3 1.0
```
Positions in Å, forces in eV/Å.

Results
* net charge: 0
* total energy: -368.69350 Ha
* gap between HOMO and LUMO: 9.07 eV
* structure (SMILES): CNCCC(C)C.O
* spin multiplicity: 1
* HOMO energy: -8.16 eV

(6)
Computed, not measured: a 7-piece molecular cluster, C28H64O11 overall in a non-equilibrium geometry, with the ωB97M-V functional and the def2-TZVPD basis.

Structure (XYZ):
```
103
Properties=species:S:1:pos:R:3:forces:R:3
C -8.258 -4.474 8.442 0.5 0.2 1.0
C -9.026 -4.339 9.815 1.7 -1.9 -0.1
C -8.679 -5.742 10.487 -0.3 1.4 -1.8
O -8.682 -6.578 9.334 -0.7 -2.3 1.3
C -8.139 -6.037 8.196 -0.8 3.1 -0.6
H -7.249 -4.072 8.543 0.1 0.0 0.4
H -8.667 -3.834 7.660 -0.5 -0.5 -0.2
H -10.106 -4.406 9.685 0.1 0.7 0.0
H -8.632 -3.523 10.422 -0.5 0.1 -0.2
H -9.491 -6.032 11.155 0.1 -0.3 -0.1
H -7.722 -5.839 11.000 0.1 0.5 0.0
H -8.781 -6.231 7.337 0.1 -0.7 0.0
H -7.106 -6.313 7.985 0.1 -0.2 0.2
C -4.375 5.499 11.540 -0.1 0.2 0.4
C -3.567 4.487 12.395 -0.2 0.2 -0.1
C -4.531 3.284 12.481 -0.7 0.6 -1.2
O -5.150 3.314 11.185 0.5 -0.5 -1.0
C -5.379 4.688 10.794 -1.4 -1.9 0.5
H -3.798 6.069 10.812 0.2 0.3 0.6
H -4.972 6.110 12.217 0.5 0.6 -0.1
H -3.278 4.987 13.319 0.0 -0.4 0.2
H -2.657 4.209 11.864 0.0 -0.2 0.1
H -5.371 3.360 13.172 0.2 0.5 0.7
H -4.139 2.274 12.604 0.5 0.2 0.0
H -6.409 4.836 11.121 -0.2 0.7 0.2
H -5.431 4.822 9.714 0.6 -0.5 -0.1
C -6.247 -5.857 13.694 1.5 -0.7 -1.7
C -5.914 -5.128 15.000 -0.2 -0.9 -0.6
C -7.337 -4.730 15.395 0.2 0.0 1.8
O -8.214 -5.246 14.475 -1.9 -0.7 -1.5
C -7.635 -6.393 13.788 -1.2 2.2 1.1
H -5.597 -6.685 13.409 0.6 0.2 0.2
H -6.198 -5.101 12.911 -0.2 -0.2 -0.4
H -5.256 -4.274 14.845 0.0 -0.1 -0.1
H -5.405 -5.854 15.635 -0.3 0.3 0.6
H -7.488 -3.652 15.457 0.1 0.1 0.0
H -7.656 -5.185 16.333 0.5 0.3 0.7
H -8.262 -6.432 12.898 0.7 -0.4 -0.1
H -7.766 -7.301 14.377 0.2 -0.2 0.1
C -3.450 -1.358 3.964 -1.2 0.7 0.4
O -3.941 -0.985 5.276 1.3 -0.1 -0.1
C -4.591 -2.007 6.011 -1.8 1.8 -0.5
C -5.547 -1.405 7.124 0.8 -0.3 -1.4
O -6.622 -0.592 6.620 2.2 -2.2 -1.2
C -7.301 0.023 7.632 -0.6 1.9 -0.4
H -4.314 -1.353 3.300 -0.1 -0.1 -0.3
H -2.973 -2.330 3.833 0.2 -0.1 0.7
H -2.792 -0.560 3.620 0.1 -0.1 0.2
H -3.882 -2.703 6.459 -0.1 -0.2 0.0
H -5.268 -2.456 5.284 -0.1 -0.9 0.1
H -4.958 -0.845 7.851 -0.1 0.0 0.2
H -5.994 -2.304 7.549 0.0 0.0 0.6
H -6.779 0.946 7.884 0.2 0.1 0.7
H -7.493 -0.576 8.523 -0.2 -0.2 -0.1
H -8.173 0.381 7.085 -0.7 -0.1 0.8
C -15.040 2.370 8.469 1.0 -1.1 -0.5
O -14.054 1.344 8.810 -0.5 0.2 -0.7
C -13.314 0.854 7.696 0.5 -0.9 0.6
C -12.404 -0.419 7.887 -0.3 0.9 -0.2
O -11.399 -0.248 8.860 -0.4 0.4 -0.1
C -10.370 -1.193 8.904 1.0 -0.1 0.4
H -15.886 2.206 9.136 0.2 0.4 0.0
H -15.363 2.290 7.431 -0.3 -0.6 -0.1
H -14.618 3.374 8.448 0.2 0.1 0.9
H -12.663 1.628 7.290 0.2 0.3 0.2
H -13.939 0.547 6.857 -0.6 0.1 0.0
H -12.042 -0.465 6.860 0.9 0.0 -0.2
H -12.870 -1.399 7.983 -0.7 0.1 0.6
H -10.645 -2.237 9.060 -0.6 0.0 -0.2
H -9.735 -0.952 9.756 -0.2 0.2 0.3
H -9.649 -1.128 8.089 -0.4 0.0 -0.6
C -6.817 1.463 15.481 0.4 0.1 1.3
O -7.656 0.469 16.176 -0.1 0.1 -3.4
C -8.457 -0.331 15.232 -1.5 1.1 0.1
C -9.688 0.376 14.513 0.6 0.9 -0.1
O -9.311 1.585 13.805 -0.9 0.8 0.5
C -10.440 2.510 13.474 0.8 -2.1 1.5
H -7.254 2.447 15.312 -0.8 -0.3 0.1
H -6.346 1.207 14.532 -0.4 -0.9 -0.1
H -5.996 1.653 16.172 0.1 -0.2 0.1
H -8.905 -1.105 15.854 0.0 0.0 0.0
H -7.984 -0.851 14.399 1.2 0.3 0.4
H -10.494 0.550 15.226 0.0 0.4 0.2
H -10.109 -0.261 13.735 0.1 -0.7 0.2
H -11.167 2.461 14.284 0.0 0.0 0.3
H -10.980 2.104 12.618 0.4 0.6 -0.5
H -10.056 3.530 13.489 0.1 -0.3 -0.8
C -6.882 -1.658 11.764 1.2 -0.6 0.4
O -5.908 -2.657 11.413 -1.0 -0.3 -0.9
C -4.541 -2.590 11.757 0.0 0.0 -0.2
C -3.724 -1.365 11.270 -1.0 -1.2 -0.4
O -3.683 -1.319 9.831 1.2 -0.3 1.4
C -2.685 -2.181 9.241 -1.6 1.0 -1.7
H -6.570 -1.392 12.774 -0.6 0.9 0.0
H -7.886 -2.082 11.754 0.2 -0.6 0.4
H -6.981 -0.854 11.034 0.7 0.4 0.2
H -4.186 -3.536 11.347 0.5 0.2 -0.7
H -4.327 -2.815 12.802 -0.4 0.7 0.8
H -2.749 -1.452 11.749 0.4 0.0 -0.3
H -4.153 -0.427 11.623 -0.2 0.0 -0.2
H -3.108 -3.145 8.960 0.2 -0.7 1.1
H -1.678 -2.162 9.660 -0.3 -0.1 0.4
H -2.665 -1.781 8.228 0.7 0.4 -0.1
```
Positions in Å, forces in eV/Å.

Results
* net charge: 0
* total energy: -1932.49345 Ha
* gap between HOMO and LUMO: 10.07 eV
* structure (SMILES): C1CCOC1.C1CCOC1.C1CCOC1.COCCOC.COCCOC.COCCOC.COCCOC
* spin multiplicity: 1
* HOMO energy: -9.40 eV